[1]
C27H34N3RuS5Se as an isolated structure, computed with the ωB97M-V functional and the def2-TZVPD basis.

Output
Energy above the lowest of the compared OMol25 structures with the same formula, charge and spin   0.0 kJ/mol
Calculated total energy   -5700.72100 hartree
Multiplicity   6
Expectation value of S²   8.77
Gap between HOMO and LUMO (alpha / beta)   7.371 / 6.316 eV

Last column: Mulliken charge in e.
Cartesian coordinates (Å):
Ru 0.058 0.341 0.465  0.945
C 2.722 -1.443 -0.325  -1.312
N 2.011 -0.351 -1.016  1.566
C 1.502 -0.781 -2.323  -1.066
C 0.358 -1.768 -2.216  -1.848
N -0.779 -1.317 -1.384  2.415
C -1.360 -2.489 -0.723  -1.393
C -1.753 -0.594 -2.187  -0.760
C -2.772 -1.272 -2.846  -0.555
C -3.693 -0.594 -3.629  -0.954
C -3.587 0.781 -3.773  -0.669
C -2.576 1.461 -3.119  -0.827
C -1.657 0.797 -2.308  1.034
S -0.464 1.745 -1.424  -0.544
C 2.869 0.810 -1.109  -0.104
C 3.623 1.079 -2.243  -0.343
C 4.447 2.195 -2.291  -0.920
C 4.529 3.038 -1.195  -0.570
C 3.784 2.770 -0.060  -0.723
C 2.943 1.663 -0.005  0.719
S 1.989 1.351 1.443  -0.432
H 3.561 -1.798 -0.935  0.268
H 2.038 -2.266 -0.123  0.216
H 3.091 -1.079 0.631  0.391
H 2.295 -1.277 -2.900  0.442
H 1.187 0.107 -2.869  0.586
H 0.717 -2.709 -1.797  0.631
H 0.004 -1.988 -3.230  0.320
H -1.635 -3.279 -1.431  0.388
H -2.241 -2.193 -0.154  0.371
H -0.621 -2.882 -0.034  -0.007
H -2.861 -2.344 -2.748  0.372
H -4.482 -1.141 -4.127  0.437
H -4.294 1.325 -4.385  0.405
H -2.494 2.537 -3.214  0.455
H 3.574 0.424 -3.101  0.357
H 5.019 2.400 -3.186  0.401
H 5.167 3.912 -1.224  0.382
H 3.833 3.428 0.798  0.447
C -3.534 2.685 3.763  -0.569
C -2.042 2.981 3.663  -0.823
S -1.198 2.752 2.069  0.150
C -2.407 3.381 0.891  -1.259
C -3.497 2.404 0.385  -1.103
S -3.122 0.651 0.632  0.452
C -4.656 -0.005 1.315  -0.854
C -5.176 0.667 2.590  -0.960
S -3.966 0.931 3.910  -0.069
H -4.075 3.111 2.920  0.201
H -3.907 3.180 4.660  0.522
H -1.481 2.368 4.370  0.386
H -1.890 4.025 3.945  0.404
H -1.801 3.694 0.044  0.491
H -2.870 4.274 1.313  0.567
H -3.642 2.572 -0.683  0.444
H -4.447 2.602 0.879  0.527
H -4.417 -1.051 1.518  0.153
H -5.441 0.012 0.555  0.557
H -5.954 0.033 3.019  0.480
H -5.650 1.623 2.369  0.435
Se -0.006 -1.364 2.282  -0.281
C -1.412 -2.636 2.516  -0.182
C -2.589 -2.312 3.179  -0.274
C -3.540 -3.301 3.382  -0.283
N -3.405 -4.563 2.986  -0.651
C -2.269 -4.869 2.365  -0.432
C -1.255 -3.959 2.109  -0.188
H -2.758 -1.306 3.530  0.444
H -4.462 -3.057 3.900  0.391
H -2.156 -5.902 2.054  0.369
H -0.352 -4.287 1.612  0.433

[2]
An isolated ion of composition C10H9O2S and charge -1, computed with the ωB97M-V functional and the def2-TZVPD basis.

Output
Energy above the lowest of the compared OMol25 structures with the same formula, charge and spin   0.0 kJ/mol
Calculated total energy   -935.12506 hartree
Multiplicity   1
Gap between HOMO and LUMO   7.237 eV
Total charge   -1

Last column: Mulliken charge in e.
Cartesian coordinates (Å):
C 2.535 1.005 1.145  -0.489
C 1.984 1.724 0.096  -0.683
C 1.896 -0.146 1.569  -0.613
C 0.882 1.300 -0.571  -0.349
C 0.774 -0.583 0.843  0.709
C 0.262 0.108 -0.272  -0.348
C 0.106 -1.866 0.986  -0.888
C -0.935 -1.797 0.092  -0.702
C -0.965 -0.607 -0.650  1.380
C -1.498 -0.476 -2.041  -1.227
O -2.328 1.853 0.118  -0.605
O -3.369 -0.120 0.869  -0.627
S -2.063 0.579 0.799  0.688
H 3.325 1.409 1.745  0.354
H 2.580 2.558 -0.170  0.404
H 2.192 -0.748 2.471  0.247
H 0.764 1.749 -1.538  0.206
H 0.640 -2.611 1.673  0.265
H -1.735 -2.481 -0.081  0.399
H -1.532 -1.241 -2.738  0.362
H -0.951 0.410 -2.431  0.262
H -2.563 -0.019 -1.915  0.255

[3]
A 10-piece molecular cluster, C49H77BFN3O30S2Si overall, computed with the ωB97M-V functional and the def2-TZVPD basis.

Output
Calculated total energy   -5545.30347 hartree
Multiplicity   1
SMILES   CN(C)B(O)[Si@](CCF)(CCCSC(=S)n1ccnc1)CC(=O)O.C[C@@H]1COC(=O)O1.C[C@@H]1COC(=O)O1.C[C@@H]1COC(=O)O1.C[C@@H]1COC(=O)O1.C[C@@H]1COC(=O)O1.C[C@@H]1COC(=O)O1.C[C@@H]1COC(=O)O1.C[C@@H]1COC(=O)O1.C[C@@H]1COC(=O)O1
Gap between HOMO and LUMO   6.804 eV

Last column: Mulliken charge in e.
Cartesian coordinates (Å):
C 5.246 1.173 2.699  -0.546
N 4.861 1.757 1.346  -0.192
C 4.172 0.635 0.639  -0.385
B 3.985 2.942 1.551  0.308
O 4.437 3.926 2.552  -0.522
Si 2.297 3.318 0.652  -0.731
C 2.655 3.531 -1.221  -0.421
C 1.897 2.498 -2.178  0.102
F 2.130 2.968 -3.563  -0.359
C 1.455 4.974 1.241  -0.445
C -0.039 5.067 0.607  0.146
C -1.188 5.286 1.740  -0.898
S -1.511 3.775 2.766  -0.002
C -2.874 2.746 2.062  -0.224
S -4.435 2.939 2.651  -0.106
N -2.511 1.749 1.018  0.411
C -2.067 0.406 1.372  0.003
C -1.729 -0.346 0.059  -0.598
N -2.046 0.611 -0.980  -0.449
C -2.508 1.857 -0.429  -0.109
C 1.053 1.918 1.084  2.215
C 1.157 1.424 2.602  -0.446
O 1.144 0.178 2.829  -0.411
O 1.218 2.270 3.744  -0.513
H 4.308 0.747 3.230  0.119
H 5.955 0.284 2.496  -0.009
H 5.819 1.912 3.346  0.411
H 4.924 -0.246 0.620  0.340
H 3.943 0.854 -0.466  -0.004
H 3.248 0.223 1.189  0.069
H 4.112 3.594 3.425  0.299
H 3.788 3.360 -1.381  0.410
H 2.434 4.604 -1.539  0.404
H 0.762 2.473 -2.054  -0.014
H 2.395 1.469 -2.126  0.094
H 1.307 4.872 2.383  0.227
H 2.094 5.896 1.041  0.411
H -0.120 5.974 -0.106  0.448
H -0.313 4.149 -0.014  -0.272
H -0.765 6.106 2.439  0.353
H -2.156 5.714 1.312  0.424
H -1.960 -0.075 2.395  0.424
H -1.328 -1.406 0.010  0.323
H -2.802 2.790 -1.003  0.337
H -0.046 2.209 0.914  -1.539
H 1.254 1.048 0.354  0.578
H 2.009 2.851 3.734  0.309
C 1.022 -0.863 5.606  -1.252
C 1.459 -1.930 6.588  0.633
C 0.379 -2.903 6.957  -0.486
O 0.803 -3.346 8.243  -0.344
C 1.512 -2.317 8.788  0.608
O 1.853 -2.262 9.935  -0.546
O 1.780 -1.359 7.857  -0.373
H 1.646 0.029 5.697  0.293
H 1.082 -1.232 4.582  0.362
H -0.010 -0.549 5.791  0.222
H 2.356 -2.437 6.217  0.290
H 0.306 -3.740 6.261  0.262
H -0.607 -2.440 7.066  0.353
C -1.483 1.192 -8.181  -1.724
C -0.874 1.854 -6.961  0.752
C 0.005 0.951 -6.148  -0.494
O -0.074 1.544 -4.855  -0.240
C -1.290 2.151 -4.787  0.538
O -1.779 2.583 -3.779  -0.493
O -1.883 2.206 -6.013  -0.381
H -2.405 1.698 -8.478  0.361
H -0.783 1.211 -9.020  0.369
H -1.742 0.149 -7.982  0.414
H -0.357 2.775 -7.252  0.353
H 1.036 0.930 -6.505  0.338
H -0.370 -0.076 -6.075  0.276
C -3.077 7.211 -8.054  -1.433
C -2.243 6.009 -8.445  0.555
C -1.683 5.245 -7.280  -0.508
O -0.529 4.634 -7.852  -0.245
C -0.116 5.460 -8.855  0.481
O 0.933 5.363 -9.423  -0.552
O -1.054 6.411 -9.126  -0.352
H -3.093 7.951 -8.857  0.376
H -4.104 6.912 -7.828  0.361
H -2.670 7.709 -7.170  0.349
H -2.810 5.361 -9.123  0.277
H -2.373 4.493 -6.895  0.347
H -1.356 5.886 -6.455  0.239
C -5.802 -2.809 -1.708  -1.402
C -4.428 -3.415 -1.509  0.624
C -4.438 -4.825 -0.995  -0.575
O -3.173 -4.910 -0.338  -0.285
C -2.877 -3.647 0.079  0.563
O -1.987 -3.366 0.835  -0.443
O -3.720 -2.737 -0.473  -0.254
H -5.754 -1.720 -1.651  0.299
H -6.215 -3.095 -2.678  0.381
H -6.503 -3.137 -0.935  0.289
H -3.841 -3.321 -2.429  0.247
H -4.515 -5.567 -1.792  0.314
H -5.220 -5.014 -0.253  0.337
C 9.826 -2.638 3.028  -0.405
C 9.729 -1.177 3.417  0.220
C 10.368 -0.850 4.734  -0.267
O 9.644 0.311 5.136  -0.368
C 8.408 0.205 4.574  0.591
O 7.473 0.900 4.854  -0.524
O 8.373 -0.798 3.651  -0.364
H 9.021 -2.911 2.340  0.408
H 10.786 -2.849 2.551  0.402
H 9.733 -3.291 3.900  -1.060
H 10.114 -0.546 2.608  0.423
H 11.434 -0.634 4.647  0.319
H 10.220 -1.623 5.495  0.224
C 6.906 -4.740 4.500  -1.497
C 8.337 -4.688 4.006  1.277
C 9.006 -6.027 3.919  -0.606
O 10.382 -5.682 4.052  -0.353
C 10.421 -4.543 4.798  0.793
O 11.418 -4.075 5.272  -0.532
O 9.177 -4.005 4.937  -0.378
H 6.616 -3.789 4.952  0.401
H 6.221 -4.966 3.680  0.332
H 6.777 -5.508 5.268  0.379
H 8.386 -4.144 3.055  -0.044
H 8.821 -6.533 2.970  0.340
H 8.743 -6.700 4.741  0.343
C -0.159 -5.875 1.621  -1.342
C 1.273 -5.839 1.132  0.571
C 1.930 -7.185 1.045  -0.569
O 3.310 -6.852 1.183  -0.327
C 3.354 -5.715 1.931  0.454
O 4.353 -5.252 2.409  -0.579
O 2.117 -5.167 2.066  -0.174
H -0.438 -4.920 2.072  0.325
H -0.844 -6.091 0.799  0.321
H -0.302 -6.642 2.388  0.359
H 1.331 -5.295 0.182  0.239
H 1.744 -7.689 0.095  0.307
H 1.658 -7.857 1.865  0.336
C -6.180 3.824 -0.568  -0.951
C -6.249 2.888 -1.756  0.593
C -7.531 2.968 -2.534  -0.602
O -7.600 1.669 -3.123  -0.321
C -6.940 0.832 -2.274  0.694
O -6.957 -0.367 -2.341  -0.588
O -6.253 1.528 -1.333  -0.268
H -5.483 3.437 0.179  -0.284
H -5.859 4.821 -0.878  0.413
H -7.151 3.922 -0.075  0.425
H -5.372 3.032 -2.398  0.245
H -7.516 3.744 -3.300  0.320
H -8.415 3.103 -1.904  0.314
C -10.626 -2.615 -3.378  -1.405
C -10.854 -1.158 -3.030  0.595
C -10.316 -0.756 -1.689  -0.008
O -11.144 0.354 -1.355  -0.339
C -12.337 0.142 -1.980  0.629
O -13.334 0.770 -1.768  -0.545
O -12.245 -0.879 -2.879  -0.387
H -11.367 -2.962 -4.100  0.369
H -9.627 -2.760 -3.796  0.332
H -10.717 -3.254 -2.495  0.343
H -10.472 -0.516 -3.832  0.273
H -9.266 -0.461 -1.725  -0.232
H -10.447 -1.522 -0.919  0.354

[4]
C19H25N3O3S2 in the gas phase, computed with the ωB97M-V functional and the def2-TZVPD basis.

Output
Energy above the lowest of the compared OMol25 structures with the same formula, charge and spin   24.5 kJ/mol
Calculated total energy   -1925.37505 hartree
Multiplicity   1
SMILES   CN(C)S(=O)(=O)N(CC(=O)NCCSCc1ccccc1)c1ccccc1
Gap between HOMO and LUMO   8.655 eV

Last column: Mulliken charge in e.
Cartesian coordinates (Å):
C 2.865 2.771 0.402  -0.917
N 1.419 2.757 0.368  -0.122
C 0.818 3.742 1.248  -0.982
S 0.812 1.206 0.675  1.209
O -0.613 1.337 0.643  -0.646
O 1.422 0.645 1.833  -0.743
N 1.320 0.446 -0.705  0.736
C 0.694 0.965 -1.905  -1.804
C -0.761 0.508 -2.102  1.007
O -1.042 -0.612 -2.477  -0.620
N -1.674 1.483 -1.922  -0.205
C -3.090 1.183 -1.890  -1.029
C -3.594 1.002 -0.453  0.219
S -4.663 -0.455 -0.273  -0.212
C -3.396 -1.766 -0.315  -0.837
C -2.399 -1.676 0.800  -0.016
C -2.774 -1.292 2.080  -0.100
C -1.837 -1.233 3.096  -0.711
C -0.519 -1.572 2.847  -0.455
C -0.139 -1.962 1.574  -0.213
C -1.071 -2.002 0.554  -0.349
C 2.054 -0.754 -0.726  0.667
C 3.110 -0.933 0.164  -0.477
C 3.847 -2.104 0.140  -0.739
C 3.560 -3.098 -0.780  -0.531
C 2.519 -2.916 -1.673  -0.854
C 1.765 -1.756 -1.649  -0.402
H 3.230 2.029 -0.304  0.280
H 3.246 2.536 1.402  0.303
H 3.217 3.758 0.103  0.395
H 1.195 3.656 2.272  0.337
H 1.033 4.739 0.863  0.338
H -0.255 3.570 1.251  0.311
H 0.738 2.054 -1.832  0.486
H 1.279 0.632 -2.766  0.658
H -1.389 2.295 -1.396  0.276
H -3.630 1.988 -2.394  0.281
H -3.227 0.263 -2.462  0.488
H -2.750 0.872 0.227  -0.237
H -4.192 1.850 -0.125  0.469
H -3.969 -2.694 -0.251  0.477
H -2.893 -1.727 -1.282  0.242
H -3.805 -1.031 2.274  0.434
H -2.140 -0.922 4.085  0.393
H 0.215 -1.524 3.636  0.402
H 0.888 -2.229 1.376  0.398
H -0.771 -2.293 -0.443  0.436
H 3.331 -0.171 0.891  0.352
H 4.656 -2.233 0.842  0.402
H 4.141 -4.008 -0.797  0.398
H 2.280 -3.686 -2.392  0.419
H 0.940 -1.640 -2.333  0.389

[5]
A 3-piece molecular cluster, H6O3 overall, computed with the ωB97M-V functional and the def2-TZVPD basis.

Output
Energy above the lowest of the compared OMol25 structures with the same formula, charge and spin   41.9 kJ/mol
Calculated total energy   -229.30911 hartree
Multiplicity   1
SMILES   O.O.O
Gap between HOMO and LUMO   11.009 eV

Last column: Mulliken charge in e.
Cartesian coordinates (Å):
O 2.983 -15.011 15.274  -0.638
H 2.844 -14.089 15.491  0.388
H 2.178 -15.446 15.554  0.313
O 0.824 -9.901 14.399  -0.619
H 1.172 -9.322 15.077  0.315
H 0.593 -9.315 13.678  0.310
O 2.622 -12.307 15.874  -0.684
H 2.712 -11.881 15.022  0.309
H 2.272 -11.626 16.448  0.305

[6]
A 2-piece molecular cluster, CF2O3S overall, computed with the ωB97M-V functional and the def2-TZVPD basis.

Output
Energy above the lowest of the compared OMol25 structures with the same formula, charge and spin   74.2 kJ/mol
Calculated total energy   -861.74304 hartree
Multiplicity   1
Gap between HOMO and LUMO   10.926 eV

Last column: Mulliken charge in e.
Cartesian coordinates (Å):
C -1.913 -1.091 0.262  0.590
O -2.240 -1.686 1.158  -0.268
O 1.375 0.993 -0.658  -0.343
O 3.710 1.334 -0.015  -0.351
F -1.911 0.215 0.121  -0.156
F -1.383 -1.545 -0.892  -0.168
S 2.362 1.780 0.023  0.696